DFT (the ωB97M-V functional and the def2-TZVPD basis) results for C6H13NS as an isolated structure in a non-equilibrium geometry.

```
! wB97M-V def2-TZVPD RIJCOSX def2/J DEFGRID3
* xyz 0 1
S -3.17 0.24 0.39
N 1.26 0.07 2.03
C 1.74 0.70 -0.61
C -1.73 -0.86 0.20
C 0.22 -0.55 -2.18
C -0.11 0.67 1.62
C 0.31 0.11 -0.84
C -0.49 0.04 0.23
H 1.74 1.81 -0.90
H -1.59 -1.38 -0.68
H 1.82 0.70 0.47
H 0.93 -0.79 2.38
H -1.04 -0.36 -2.79
H -1.74 -1.77 1.05
H -2.84 0.59 -1.01
H -1.00 0.23 2.38
H -0.15 1.75 1.31
H 0.94 0.00 -2.98
H 0.54 -1.75 -2.09
H 1.57 0.66 2.88
H 2.78 -0.12 -0.86
*
```

## Properties
HOMO energy: -8.49 eV
Relative energy (zero: lowest compared OMol25 entry of this formula, charge and spin): 536.1 kJ/mol
Strongest force on any atom: 0.087 Eh/bohr



DFT (the ωB97M-V functional and the def2-TZVPD basis) results for a 2-piece molecular cluster, C6H13NSi overall in a non-equilibrium geometry.

```
! wB97M-V def2-TZVPD RIJCOSX def2/J DEFGRID3
* xyz 0 1
Si -0.53 -0.17 -0.74
N -0.53 -1.62 0.12
C 0.66 -2.25 0.51
C 0.99 -0.16 -1.79
C -1.70 -2.31 0.57
C 0.43 3.47 1.59
C 1.37 1.03 -2.23
C -0.50 3.34 0.69
H 1.55 -2.24 -0.19
H -1.29 4.00 0.41
H -1.70 -2.35 1.65
H 0.67 1.92 -2.04
H -1.64 0.82 -0.66
H 2.14 1.11 -2.89
H 1.10 -1.90 1.44
H 1.21 2.80 1.82
H -2.64 -1.75 0.24
H 1.52 -1.16 -2.01
H 0.50 -3.28 0.62
H 0.32 4.13 2.61
H -1.91 -3.46 0.29
*
```

## Properties
HOMO energy (spin up / spin down): -5.50 / -8.65 eV
Relative energy (zero: lowest compared OMol25 entry of this formula, charge and spin): 601.9 kJ/mol
Strongest force on any atom: 0.070 Eh/bohr



DFT (the ωB97M-V functional and the def2-TZVPD basis) results for an isolated ion of composition C6H13O and charge -1 in a non-equilibrium geometry.

```
! wB97M-V def2-TZVPD RIJCOSX def2/J DEFGRID3
* xyz -1 1
O -0.27 3.06 -1.23
C 0.25 0.74 -0.75
C -0.17 -0.41 0.15
C 0.88 -2.33 1.64
C 1.10 -1.21 0.58
C -0.50 2.05 -0.35
C -1.26 -1.37 -0.33
H 1.68 -0.44 1.08
H -0.16 -2.67 1.76
H 1.31 0.94 -0.62
H -0.61 0.05 1.05
H 1.28 -1.94 2.57
H 1.48 -1.64 -0.35
H -2.11 -0.84 -0.79
H -0.95 -2.10 -1.09
H -1.77 -1.93 0.45
H 1.39 -3.25 1.33
H -0.35 2.40 0.71
H -1.61 1.82 -0.33
H 0.04 0.74 -1.82
*
```

## Properties
SMILES: CC[C@H](C)CC[O-]
HOMO energy: -1.96 eV
Relative energy (zero: lowest compared OMol25 entry of this formula, charge and spin): 65.0 kJ/mol
Strongest force on any atom: 0.043 Eh/bohr



DFT (the ωB97M-V functional and the def2-TZVPD basis) results for a 2-piece molecular cluster, C6H13O overall in a non-equilibrium geometry.

```
! wB97M-V def2-TZVPD RIJCOSX def2/J DEFGRID3
* xyz 1 3
O -2.65 0.20 -0.45
C 2.59 0.25 -0.36
C 1.38 0.74 -0.43
C -1.17 -1.56 -1.11
C 3.47 0.32 0.86
C -1.67 -0.60 -0.16
C -3.30 0.84 0.63
H -3.89 1.64 0.15
H -1.42 -2.62 -1.00
H 4.38 0.90 0.67
H -2.52 1.11 1.46
H -3.94 0.07 1.06
H 0.96 1.33 0.45
H 3.85 -0.72 1.16
H 3.34 -0.12 -1.11
H 0.76 0.60 -1.38
H 2.81 0.75 1.70
H -0.11 -1.52 -0.93
H -1.60 -1.12 -2.05
H -1.27 -0.50 0.83
*
```

## Properties
HOMO energy (spin up / spin down): -9.57 / -14.27 eV
Relative energy (zero: lowest compared OMol25 entry of this formula, charge and spin): 0.0 kJ/mol
Expectation value of S²: 2.01
Strongest force on any atom: 0.166 Eh/bohr



DFT (the ωB97M-V functional and the def2-TZVPD basis) results for a 2-piece molecular cluster, C6H13O2 overall in a non-equilibrium geometry.

```
! wB97M-V def2-TZVPD RIJCOSX def2/J DEFGRID3
* xyz -2 2
O 3.24 0.51 1.09
O 1.77 0.21 2.74
C -2.65 1.40 -1.10
C 0.48 -1.45 0.63
C -2.47 -0.36 -2.91
C -2.49 -0.13 -1.41
C 1.31 -0.34 0.34
C 2.13 0.24 1.55
H -3.55 1.76 -1.68
H -2.97 1.56 -0.04
H -2.12 0.56 -3.22
H -1.81 2.11 -1.33
H -3.45 -0.51 -3.36
H 1.97 -0.58 -0.53
H -0.51 -1.21 0.20
H -1.82 -1.12 -3.29
H 0.68 0.64 -0.07
H -1.60 -0.46 -0.82
H 0.23 -1.55 1.72
H 0.62 -2.50 0.23
H -3.56 -0.58 -1.07
*
```

## Properties
HOMO energy (spin up / spin down): 3.59 / -1.36 eV
Relative energy (zero: lowest compared OMol25 entry of this formula, charge and spin): 165.9 kJ/mol
Expectation value of S²: 0.75
Strongest force on any atom: 0.113 Eh/bohr



DFT (the ωB97M-V functional and the def2-TZVPD basis) results for C6H13O2 as an isolated structure in a non-equilibrium geometry.

```
! wB97M-V def2-TZVPD RIJCOSX def2/J DEFGRID3
* xyz 1 1
O -0.12 -1.62 -1.41
O 0.38 -1.09 -0.21
C 0.17 1.06 -1.60
C -0.48 -1.47 0.90
C 0.44 0.46 -0.26
C 1.80 0.81 0.18
C -1.02 0.90 0.95
C -1.59 -0.54 0.95
H -2.17 -0.66 0.02
H -0.59 1.06 1.97
H 1.95 1.07 1.23
H 0.69 2.09 -1.84
H 0.25 -1.50 1.77
H -2.08 -0.86 1.92
H -1.67 1.77 0.81
H -0.81 -2.54 0.67
H 0.44 0.46 -2.39
H 0.62 -2.28 -1.64
H -0.89 1.19 -1.64
H 2.15 1.62 -0.37
H 2.52 0.07 -0.02
*
```

## Properties
HOMO energy: -14.87 eV
Relative energy (zero: lowest compared OMol25 entry of this formula, charge and spin): 552.7 kJ/mol
Strongest force on any atom: 0.076 Eh/bohr



Question: The lowest relative energy (zero: lowest compared OMol25 entry of this formula, charge and spin) belongs to which entry?
Answer: number 4